Computed, not measured: the ion C3H6NO2S with charge -1, with ωB97M-V/def2-TZVPD.

Each line ends with the Löwdin charge.
CARTESIAN COORDINATES (ANGSTROEM)
C1 -2.2669 0.0660 -0.7049  -0.1033
C2 -1.6492 0.1904 0.3894  -0.2428
C3 1.3819 -0.7932 -0.5242  -0.4193
N1 2.5375 -0.6307 0.2827  -0.1515
O1 0.2499 1.5572 -1.1238  -0.4576
O2 0.6269 1.1512 1.2914  -0.4920
S1 0.1458 0.5741 0.0023  0.5982
H1 -3.3656 -0.1907 -0.8207  0.0753
H2 -1.6241 -0.0943 -1.5642  0.0519
H3 -2.1494 0.3802 1.2594  0.0411
H4 0.7663 -1.5847 0.1010  0.0112
H5 2.4330 -0.9205 1.2622  0.0482
H6 2.9141 0.2951 0.1494  0.0406

Calculated values
- Multiplicity: 1
- Charge: -1
- E_tot: -721.21133 Ha
- E_HOMO: -0.0938 hartree
- Gap between HOMO and LUMO: 6.40 eV
- SMILES string: C=C[S@@](=O)([O-])=CN

Computed, not measured: a structure of composition C9H16N3NaOS, with ωB97M-V/def2-TZVPD.

Each line ends with the Löwdin charge.
CARTESIAN COORDINATES (ANGSTROEM)
Na1 0.1746 -0.3281 -0.1139  0.1125
N1 -1.3167 -1.8699 -1.0730  0.0042
C1 -0.4493 -3.0393 -1.2579  -0.2517
C2 1.0144 -2.6333 -1.0834  -0.2058
C3 1.5067 -1.7230 -2.2113  -0.1992
C4 2.7380 -0.9160 -1.8081  -0.2617
N2 2.3235 0.1815 -0.9276  0.0037
H1 -2.1538 -2.1030 -0.5571  0.0893
H2 -1.6234 -1.4795 -1.9549  0.0845
H3 -0.5801 -3.5022 -2.2418  0.1149
H4 -0.6954 -3.7919 -0.5078  0.1150
H5 1.6415 -3.5256 -1.0333  0.1209
H6 1.1070 -2.1181 -0.1215  0.1010
H7 0.7203 -1.0119 -2.4922  0.1107
H8 1.7266 -2.3255 -3.0942  0.1190
H9 3.2636 -0.5676 -2.7050  0.1099
H10 3.4264 -1.5590 -1.2547  0.1172
H11 1.8204 0.8788 -1.4721  0.0660
H12 3.1301 0.6532 -0.5401  0.0891
O1 -0.2232 0.3455 1.6127  -0.2369
N3 -0.8498 1.4577 1.9061  -0.2179
C5 -1.0371 1.7627 3.2079  -0.0363
C6 -1.6906 2.8965 3.6111  -0.0799
C7 -2.1779 3.7647 2.6327  -0.0900
C8 -1.9792 3.4567 1.3098  -0.1103
C9 -1.2985 2.2902 0.9080  -0.6973
S1 -1.0358 1.9091 -0.7275  0.6035
H13 -0.6290 1.0342 3.8917  0.1289
H14 -1.8145 3.0943 4.6656  0.0990
H15 -2.7032 4.6687 2.9125  0.1023
H16 -2.3357 4.1001 0.5196  0.0952

Calculated values
- Multiplicity: 1
- E_tot: -1152.53430 Ha
- E_HOMO: -0.2523 hartree
- Gap between HOMO and LUMO: 7.04 eV

Computed, not measured: a cluster of 2 separate species, C3H10NO3 in total, with ωB97M-V/def2-TZVPD.

Each line ends with the Löwdin charge.
CARTESIAN COORDINATES (ANGSTROEM)
C1 0.6000 -1.3696 -0.2852  -0.5046
O1 1.7183 -1.3707 0.3087  -0.2903
C2 -0.0999 0.3252 -0.1185  -0.3344
C3 0.5238 1.1717 -1.1735  -0.1937
O2 0.2507 2.6476 -0.9765  -0.1026
N1 -1.5527 0.2837 -0.1664  -0.0123
H1 -0.0305 -2.1171 0.2881  0.0492
H2 0.5168 -1.8115 -1.4001  0.0880
H3 0.1452 0.3898 1.0090  0.1353
H4 1.5619 1.2035 -1.0333  0.0938
H5 0.2650 0.8240 -2.1002  0.0823
H6 0.3685 2.7266 -0.0750  0.0080
H7 -1.9024 1.2156 -0.2847  0.0426
H8 -1.8550 -0.1992 -1.0163  0.0685
H9 -1.6870 -1.2366 1.5571  -0.0262
H10 -0.1729 -1.7808 1.6859  0.0283
O3 -1.0295 -1.5225 2.1676  -0.1318

Calculated values
- Multiplicity: 1
- Charge: -1
- E_tot: -400.70427 Ha
- E_HOMO: -0.1063 hartree
- Gap between HOMO and LUMO: 6.73 eV

Computed, not measured: an isolated molecule of C6H11N, with ωB97M-V/def2-TZVPD.

Each line ends with the Löwdin charge.
CARTESIAN COORDINATES (ANGSTROEM)
C1 -1.3261 0.8131 1.1530  -0.0603
C2 -0.6563 0.1430 -0.0216  -0.3249
C3 -0.9488 0.5294 -1.2597  -0.1786
N1 -1.6713 1.6960 -1.6044  0.0340
C4 0.2311 -1.0468 0.2006  -0.1914
C5 1.6876 -0.7456 0.4941  -0.1811
C6 2.6471 -1.6491 0.4007  -0.0203
H1 -1.5056 0.0427 1.8986  0.0720
H2 -0.7808 1.6370 1.6210  0.0791
H3 -2.3009 1.1990 0.8616  0.0714
H4 -0.5952 -0.0388 -2.1122  0.1149
H5 -1.4900 2.4306 -0.9283  0.0741
H6 -1.3264 2.0265 -2.4966  0.0733
H7 0.1280 -1.7846 -0.5953  0.1151
H8 -0.1011 -1.5091 1.1461  0.1141
H9 1.9374 0.2986 0.6834  0.1020
H10 3.6945 -1.3886 0.4703  0.0485
H11 2.3767 -2.6532 0.0885  0.0581

Calculated values
- Multiplicity: 1
- E_tot: -289.92194 Ha
- E_HOMO: -0.2976 hartree
- Gap between HOMO and LUMO: 9.12 eV
- SMILES string: C=CC/C(C)=C/N

Computed, not measured: an isolated molecule of C19H21N3O7S, with ωB97M-V/def2-TZVPD.

Each line ends with the Löwdin charge.
CARTESIAN COORDINATES (ANGSTROEM)
O1 -2.8173 -1.4248 -1.5598  0.0873
C1 -2.6073 -1.5600 -0.3681  -0.4307
N1 -3.5336 -1.2760 0.5765  0.0732
H1 -3.2549 -1.3073 1.5428  0.1333
C2 -4.7945 -0.6334 0.2565  -0.0877
H2 -5.3145 -0.4326 1.1917  0.1239
H3 -5.4061 -1.3127 -0.3464  0.1360
C3 -4.6231 0.6750 -0.5781  -0.3216
O2 -4.8190 0.4249 -1.9343  -0.0346
H4 -4.1886 -0.2776 -2.1879  0.0749
C4 -3.2774 1.3072 -0.2744  -0.1614
C5 -2.3929 1.6087 -1.3043  0.0036
C6 -1.1281 2.0876 -1.0266  0.0273
C7 -0.7432 2.2529 0.2975  -0.1560
C8 -1.6262 1.9899 1.3390  0.0179
C9 -2.8931 1.5316 1.0469  -0.0208
H5 -3.5900 1.3450 1.8503  0.1214
H6 -1.3057 2.1537 2.3565  0.1206
N2 0.5800 2.7059 0.6005  -0.3389
O3 0.9962 2.5239 1.7296  0.0714
O4 1.2198 3.2340 -0.2863  0.0700
H7 -0.4269 2.3151 -1.8145  0.1257
H8 -2.7038 1.4568 -2.3259  0.1258
H9 -5.4192 1.3744 -0.2920  0.1578
C10 -1.2909 -2.0117 0.1689  -0.1109
C11 -1.1764 -2.8318 1.2889  -0.0186
C12 0.0710 -3.2217 1.7460  -0.0490
C13 1.2150 -2.7870 1.0948  -0.0476
C14 1.0954 -1.9722 -0.0150  -0.2438
C15 -0.1406 -1.5886 -0.4906  0.0192
H10 -0.2099 -0.9788 -1.3772  0.1284
S1 2.5688 -1.4292 -0.8874  0.6833
O5 2.2907 -1.4194 -2.2911  -0.2706
O6 3.6693 -2.2213 -0.4107  -0.2811
N3 2.6459 0.1669 -0.3690  -0.2160
C16 3.2469 0.3296 0.9432  -0.1596
H11 2.9078 -0.4956 1.5705  0.1186
C17 4.7770 0.3416 0.8591  -0.1837
O7 5.2317 1.3022 -0.0675  -0.1184
C18 4.7094 1.0574 -1.3540  -0.1781
C19 3.1808 1.1023 -1.3455  -0.1670
H12 2.7826 0.8154 -2.3179  0.1167
H13 2.8322 2.1057 -1.0796  0.1053
H14 5.1175 1.8352 -2.0012  0.1306
H15 5.0343 0.0675 -1.7112  0.1292
H16 5.2112 0.6184 1.8213  0.1304
H17 5.1249 -0.6590 0.5664  0.1135
H18 2.8870 1.2729 1.3665  0.1094
H19 2.1998 -3.0896 1.4146  0.1152
H20 0.1516 -3.8709 2.6043  0.1105
H21 -2.0633 -3.2007 1.7840  0.1157

Calculated values
- Multiplicity: 1
- E_tot: -1825.67274 Ha
- E_HOMO: -0.3301 hartree
- Gap between HOMO and LUMO: 8.26 eV
- SMILES string: O=C(NC[C@H](O)c1ccc([N+](=O)[O-])cc1)c1cccc(S(=O)(=O)N2CCOCC2)c1

Computed, not measured: an isolated molecule of C5H9NO2, with ωB97M-V/def2-TZVPD.

Each line ends with the Löwdin charge.
CARTESIAN COORDINATES (ANGSTROEM)
C1 -1.1234 0.4640 -0.9729  -0.3750
C2 0.3652 -0.6314 0.4645  -0.3386
C3 -0.8485 1.4608 0.1124  -0.0526
C4 0.3366 0.8551 0.8787  -0.1157
C5 1.7579 -1.2229 0.3140  -0.0507
N1 -0.3617 -0.6107 -0.8074  0.1499
O1 -1.9053 0.6863 -1.9626  -0.0589
O2 -2.8250 -0.4967 -1.6610  -0.2268
H1 -0.6042 -1.4434 -1.3288  0.1667
H2 -0.2111 -1.2297 1.1805  0.1498
H3 -1.7600 1.5276 0.7130  0.1405
H4 -0.6621 2.4490 -0.3079  0.1306
H5 1.2661 1.3401 0.5751  0.1163
H6 0.2438 0.9658 1.9578  0.1171
H7 2.3379 -0.6561 -0.4159  0.0845
H8 1.7132 -2.2637 -0.0111  0.0790
H9 2.2804 -1.1942 1.2714  0.0840

Calculated values
- Multiplicity: 1
- E_tot: -401.01254 Ha
- E_HOMO: -0.3007 hartree
- Gap between HOMO and LUMO: 8.86 eV

Ordered largest force on an atom results: 5.722; 2.405; 4.445; 1.444; 1.415; 0.595; unit eV/Å.